A) A molecular structure, C15H60O15, computed with ωB97M-V with the def2-TZVPD basis set.

Each line ends with the Löwdin charge.
Positions of all 90 atoms, in Å:
1 C -0.3291 -0.1128 4.2525  -0.10
2 O 0.0119 0.6905 3.0987  -0.16
3 H -0.6684 -1.0833 3.8943  0.08
4 H 0.5681 -0.2601 4.8528  0.08
5 H -1.1326 0.3416 4.8311  0.08
6 H 0.4841 1.4797 3.3817  0.09
7 C 1.7228 -3.4067 -0.6478  -0.13
8 O 1.6923 -3.0648 -2.0340  -0.13
9 H 1.8857 -2.5053 -0.0607  0.06
10 H 0.8656 -3.9876 -0.3123  0.07
11 H 2.6009 -4.0301 -0.4432  0.09
12 H 1.7502 -3.8477 -2.5850  0.10
13 C -4.3145 0.1464 2.5330  -0.36
14 O -4.9895 0.2970 1.3023  -0.04
15 H -4.5864 -0.7840 3.0591  0.09
16 H -3.1820 0.0892 2.3707  0.04
17 H -4.5342 1.0076 3.1820  0.10
18 H -4.7687 -0.5151 0.8055  0.04
19 C 3.3066 2.8840 -2.4596  -0.12
20 O 2.4995 2.2398 -1.4741  -0.16
21 H 2.7447 2.9492 -3.3981  0.07
22 H 3.4997 3.8850 -2.0809  0.09
23 H 4.2113 2.3380 -2.7320  0.09
24 H 2.5583 1.2959 -1.6942  0.03
25 C -3.7026 -1.6510 -1.3659  -0.13
26 O -4.9105 -1.5412 -0.6324  -0.12
27 H -2.9038 -1.2783 -0.7287  0.06
28 H -3.4314 -2.7036 -1.4852  0.09
29 H -3.7081 -1.0993 -2.3041  0.07
30 H -5.6157 -1.9877 -1.1067  0.10
31 C 0.6283 -4.1434 2.3581  -0.15
32 O -0.1768 -3.8161 1.2322  -0.18
33 H 1.6290 -4.4522 2.0450  0.07
34 H 0.5873 -3.3637 3.1204  0.07
35 H 0.1955 -5.0274 2.8342  0.08
36 H -0.1457 -2.8355 1.1525  0.03
37 C 3.9998 0.1644 0.5603  -0.15
38 O 5.2230 0.1592 1.3078  -0.12
39 H 3.1937 0.7313 1.0329  0.07
40 H 4.2212 0.5941 -0.4134  0.07
41 H 3.7243 -0.8848 0.4244  0.07
42 H 5.0578 -0.5163 1.9835  0.02
43 C 1.3572 3.5814 1.3545  -0.14
44 O 0.6334 3.4285 0.1520  -0.15
45 H 2.1242 4.3583 1.2734  0.09
46 H 0.7082 3.8584 2.1833  0.08
47 H 1.8963 2.6522 1.5678  0.06
48 H 1.2585 3.0072 -0.4674  0.04
49 C 2.7945 -0.3471 -3.7030  -0.13
50 O 2.3779 -0.4003 -2.3488  -0.15
51 H 2.0437 -0.8448 -4.3322  0.08
52 H 2.9862 0.6338 -4.1236  0.07
53 H 3.5996 -1.0546 -3.9351  0.09
54 H 1.9919 -1.2765 -2.2102  0.03
55 C 0.0644 -0.5052 -0.2026  -0.10
56 O -0.0054 -1.1495 1.0600  -0.14
57 H -0.9677 -0.3620 -0.5299  0.06
58 H 0.5627 0.4602 -0.1275  0.09
59 H 0.4803 -1.1251 -0.9965  0.06
60 H -0.0165 -0.5048 1.7855  0.04
61 C -0.7008 1.6104 -3.1218  -0.12
62 O -1.9367 1.7886 -3.7997  -0.12
63 H -0.7966 0.7080 -2.5233  0.06
64 H 0.1640 1.5650 -3.7892  0.09
65 H -0.5126 2.4849 -2.4920  0.08
66 H -1.8089 2.5067 -4.4263  0.10
67 C -3.0291 2.5971 2.2203  -0.04
68 O -3.2296 1.2199 2.6150  -0.19
69 H -3.9580 3.1502 2.3440  0.11
70 H -2.2238 3.1236 2.7418  0.09
71 H -2.7430 2.6122 1.1388  -0.04
72 H -2.3383 0.8320 2.7273  0.11
73 C -2.9083 3.0254 -0.4732  -0.14
74 O -1.9972 4.1255 -0.5435  -0.10
75 H -2.9640 2.4362 0.4715  -0.01
76 H -3.8917 3.5005 -0.4820  0.11
77 H -2.8023 2.3406 -1.3179  0.08
78 H -1.0939 3.7787 -0.4003  0.03
79 C 3.2252 -1.9028 3.2152  -0.15
80 O 4.6307 -1.8607 3.1163  -0.10
81 H 2.7667 -1.8595 2.2269  0.06
82 H 2.8664 -2.8079 3.7089  0.08
83 H 2.7842 -1.0651 3.7669  0.08
84 H 4.9560 -2.3290 3.8894  0.10
85 C -1.8910 -1.7213 -4.0941  -0.18
86 O -2.7318 -0.7363 -4.6698  -0.12
87 H -1.6220 -1.4854 -3.0624  0.05
88 H -2.4182 -2.6744 -4.1457  0.08
89 H -0.9471 -1.8880 -4.6253  0.07
90 H -2.4993 0.1200 -4.2718  0.02

Summary:
- E_LUMO: 0.2044 eV
- Kohn-Sham gap: 6.01 eV
- HOMO: -5.81 eV

---

B) 15 unconnected molecules or ions with the total composition C15H60O15, computed with ωB97M-V with the def2-TZVPD basis set.

Each line ends with the Löwdin charge.
Positions of all 90 atoms, in Å:
1 C 1.9181 -4.9923 -2.0662  -0.16
2 O 1.7747 -3.6120 -1.9675  -0.12
3 H 1.2525 -5.5038 -1.4118  0.08
4 H 2.9070 -5.2911 -1.9189  0.07
5 H 1.6614 -5.2971 -3.0473  0.07
6 H 0.8591 -3.4672 -1.7706  0.00
7 C 2.2082 2.5272 1.4398  -0.17
8 O 1.3173 3.5779 1.4405  -0.08
9 H 2.9359 2.7034 0.6884  0.07
10 H 1.7931 1.5984 1.1804  0.03
11 H 2.6763 2.3641 2.4269  0.09
12 H 1.4599 3.9944 0.6073  -0.01
13 C -1.3447 4.3778 0.0897  -0.14
14 O -2.4717 4.5463 -0.7704  -0.10
15 H -0.8091 3.5209 -0.1804  0.04
16 H -1.6350 4.3829 1.1103  0.07
17 H -0.6886 5.2288 -0.0169  0.07
18 H -2.1498 4.2488 -1.5996  -0.02
19 C 2.8738 -0.7452 -0.2784  -0.11
20 O 2.6510 0.4458 -1.0089  -0.14
21 H 2.2104 -1.5188 -0.4395  0.04
22 H 2.8433 -0.5571 0.7964  0.06
23 H 3.9109 -1.1072 -0.4001  0.11
24 H 3.3700 1.0893 -0.8592  0.12
25 C 1.9439 4.3557 -1.6665  -0.14
26 O 2.0244 5.2069 -0.5422  -0.13
27 H 1.3812 4.8292 -2.4792  0.08
28 H 1.4545 3.3751 -1.4763  0.07
29 H 3.0324 4.1977 -1.9354  0.11
30 H 1.3648 5.9244 -0.5926  0.11
31 C 0.5907 -3.4549 1.0339  -0.15
32 O 1.4205 -2.7141 1.8836  -0.14
33 H 0.0471 -2.8787 0.3370  0.03
34 H -0.2026 -3.9369 1.6162  0.08
35 H 1.1830 -4.2199 0.5584  0.07
36 H 1.9773 -3.2601 2.4829  0.11
37 C -3.6016 0.1791 -0.5177  -0.17
38 O -2.9139 1.3945 -0.5402  -0.11
39 H -3.7606 -0.1763 0.5333  0.08
40 H -2.9618 -0.5864 -0.9308  0.06
41 H -4.5905 0.1938 -1.0021  0.09
42 H -1.9780 1.1746 -0.5342  0.00
43 C 0.8515 -1.0314 -3.6884  -0.17
44 O 1.1955 0.2221 -3.2210  -0.14
45 H 0.0693 -1.4435 -3.0191  0.06
46 H 1.7557 -1.6767 -3.6741  0.09
47 H 0.4555 -1.0462 -4.6814  0.07
48 H 1.7802 0.0920 -2.4188  0.05
49 C -3.8418 -3.0146 1.2282  -0.14
50 O -2.5120 -2.5390 1.1056  -0.14
51 H -4.1170 -3.1558 2.3011  0.09
52 H -3.9044 -4.0251 0.7897  0.08
53 H -4.5639 -2.4048 0.7609  0.05
54 H -2.4156 -2.0475 1.9013  -0.02
55 C -1.1707 2.0550 2.5171  -0.13
56 O -1.9947 1.4694 3.5008  -0.10
57 H -0.4030 1.3762 2.2886  0.04
58 H -0.7812 3.0039 2.8184  0.08
59 H -1.7639 2.2128 1.6265  0.07
60 H -2.3072 0.6574 3.1444  0.01
61 C -0.1926 -0.1600 -0.0319  -0.17
62 O -0.2274 1.1016 -0.5418  -0.12
63 H 0.0101 -0.9448 -0.7375  0.07
64 H -1.2335 -0.3665 0.2924  0.09
65 H 0.4460 -0.2146 0.8325  0.06
66 H 0.6761 1.2433 -0.8458  0.06
67 C -1.2821 -3.7757 -3.0602  -0.11
68 O -1.1573 -3.0686 -1.8137  -0.15
69 H -1.9366 -4.5984 -2.9337  0.07
70 H -0.3181 -4.1239 -3.3649  0.06
71 H -1.7814 -3.1851 -3.8552  0.10
72 H -2.0020 -3.0197 -1.3464  0.08
73 C -0.9460 2.7559 -3.2110  -0.10
74 O -1.2367 4.1509 -3.0180  -0.15
75 H 0.0902 2.4609 -3.2959  0.06
76 H -1.4404 2.5902 -4.1745  0.09
77 H -1.4690 2.1654 -2.5169  0.05
78 H -0.8517 4.6752 -3.7508  0.11
79 C 2.8596 -0.2564 3.6193  -0.17
80 O 2.9383 -0.4070 5.0020  -0.09
81 H 3.1856 -1.1611 3.1294  0.07
82 H 3.5949 0.4909 3.3957  0.07
83 H 1.8369 -0.0129 3.2837  0.07
84 H 2.5968 0.3236 5.4635  0.06
85 C -0.7161 -1.1785 3.5353  -0.11
86 O -2.1088 -1.1632 3.2902  -0.14
87 H -0.4585 -0.6891 4.4700  0.10
88 H -0.0698 -0.7525 2.8210  0.03
89 H -0.5258 -2.2480 3.6988  0.10
90 H -2.5477 -1.4542 4.1122  0.14

Summary:
- E_LUMO: 0.3487 eV
- Kohn-Sham gap: 9.11 eV
- HOMO: -8.77 eV

---

Most stable structure, least stable structure: B), A).

---

A) 3 unconnected molecules or ions with the total composition C3H13N2O3, computed with ωB97M-V with the def2-TZVPD basis set.

Each line ends with the Löwdin charge.
Positions of all 21 atoms, in Å:
1 O -2.3851 0.6259 0.9756  0.02
2 C -1.3236 0.3990 1.6153  -0.43
3 N -1.3746 0.7074 2.9630  0.17
4 C -0.0168 -0.0290 0.8242  -0.04
5 N -0.2607 0.4449 -0.5923  -0.01
6 C 0.9619 0.2687 -1.4064  -0.04
7 H -2.2912 0.7739 3.3243  0.10
8 H -0.6411 0.1829 3.4771  0.13
9 H 0.9826 0.2794 1.0844  0.10
10 H 0.0355 -1.2191 0.8481  0.19
11 H -0.5265 1.4008 -0.4748  0.16
12 H -1.0509 -0.2270 -1.0123  0.19
13 H 1.4208 -0.7135 -1.5087  0.11
14 H 1.7260 0.8906 -1.1269  0.06
15 H 0.7475 0.5765 -2.4817  0.13
16 H 3.6050 -1.4845 0.4443  -0.02
17 H 3.8442 -0.2232 1.0878  0.08
18 O 3.1410 -0.7829 0.7223  0.00
19 H -2.6993 -0.1188 -2.6929  0.03
20 H -2.0618 -1.3265 -3.2262  0.11
21 O -1.8329 -0.4256 -2.8442  -0.04

Summary:
- Net charge: +1
- E_LUMO: -2.9057 eV
- Kohn-Sham gap: 11.18 eV
- HOMO: -14.08 eV

---

B) 3 unconnected molecules or ions with the total composition C3H13N2O3, computed with ωB97M-V with the def2-TZVPD basis set.

Each line ends with the Löwdin charge.
Positions of all 21 atoms, in Å:
1 N -0.5228 0.0993 -1.5679  0.16
2 C 0.1153 0.7316 -0.4042  -0.09
3 C -0.9372 0.9476 0.6865  -0.48
4 N -0.4632 0.9761 1.9548  0.03
5 C 0.4707 0.0432 2.5784  -0.04
6 O -2.0129 1.3709 0.3075  0.09
7 H -0.0282 0.0131 -2.4554  0.15
8 H -1.4466 0.4924 -1.7859  0.17
9 H -0.7784 -0.9063 -1.3438  0.10
10 H 0.8207 -0.0407 -0.1091  0.10
11 H 0.7463 1.5905 -0.5922  0.14
12 H -1.0927 1.4925 2.5526  0.15
13 H -0.0176 -0.8805 2.8876  0.09
14 H 0.8380 0.4890 3.4995  0.10
15 H 1.2979 -0.1170 1.8969  0.08
16 H 2.6738 0.1067 -1.3489  0.06
17 H 2.9582 0.9170 -2.4904  0.08
18 O 2.2324 0.3549 -2.1752  -0.05
19 H -2.1306 -2.4716 -0.1056  0.10
20 H -1.3809 -2.9333 -1.3484  0.09
21 O -1.3421 -2.2756 -0.6366  -0.02

Summary:
- Net charge: +1
- E_LUMO: -3.0856 eV
- Kohn-Sham gap: 10.52 eV
- HOMO: -13.61 eV

---

C) 3 unconnected molecules or ions with the total composition C3H13N2O3, computed with ωB97M-V with the def2-TZVPD basis set.

Each line ends with the Löwdin charge.
Positions of all 21 atoms, in Å:
1 N 0.6114 0.0464 1.2035  0.23
2 C 0.6634 -0.3628 -0.3391  -0.25
3 C 1.6594 -1.4339 -0.5577  -0.07
4 C -0.7054 -0.7633 -0.7893  -0.53
5 N -0.8349 -1.2315 -2.0730  0.21
6 O -1.6009 -0.4642 -0.0864  0.11
7 H 1.3114 0.8277 1.2297  0.17
8 H 0.9031 -0.7529 1.6589  0.12
9 H -0.2913 0.4712 1.5554  0.09
10 H 0.8189 0.6943 -0.7664  0.16
11 H 2.0571 -1.3343 -1.6949  0.15
12 H 1.4156 -2.5265 -0.2955  0.13
13 H 2.6444 -1.3242 -0.0402  0.09
14 H -1.6095 -1.6777 -2.5572  0.14
15 H -0.0110 -1.3679 -2.5466  0.06
16 H -2.1279 -0.1176 2.9252  0.10
17 H -2.1124 0.9073 1.8075  0.02
18 O -1.6041 0.5728 2.4955  0.00
19 H 0.8112 3.3822 -0.8789  0.09
20 H 1.9524 3.4126 0.1011  0.06
21 O 1.4674 2.7741 -0.4460  -0.07

Summary:
- Net charge: +1
- E_LUMO: -2.9934 eV
- Kohn-Sham gap: 11.08 eV
- HOMO: -14.08 eV

---

Most stable structure, least stable structure: B), A).

---

A) 2 unconnected molecules or ions with the total composition C7H14N3O, computed with ωB97M-V with the def2-TZVPD basis set.

Each line ends with the Löwdin spin population.
Positions of all 25 atoms, in Å:
1 C -3.0655 0.8223 0.7316  0.35
2 C -2.5021 -0.3891 0.4005  0.47
3 C -1.5110 1.2660 -0.5926  0.49
4 C -0.8430 -2.4683 -0.1949  0.00
5 C 0.6844 -0.8805 -1.2344  0.13
6 C 1.2051 0.4673 -1.7669  0.02
7 C -0.4752 -1.1286 -0.6673  0.04
8 N -2.4467 1.8579 0.1106  0.12
9 N -1.5011 -0.1022 -0.4691  0.23
10 N 0.4325 1.5929 1.6119  0.02
11 O 1.6761 1.3173 -0.7271  0.02
12 H -3.8614 0.9462 1.3693  0.01
13 H -2.9499 -1.2654 0.6919  0.03
14 H -0.7461 1.7658 -1.0463  0.03
15 H 0.0666 -3.1361 -0.4472  0.00
16 H -1.6568 -2.7604 -0.9234  0.00
17 H -1.2464 -2.4469 0.8189  0.01
18 H -0.4473 2.0705 1.9357  0.00
19 H 1.5121 -1.6035 -1.2422  0.01
20 H 2.0227 0.1576 -2.5531  0.00
21 H 0.3587 0.8907 -2.3027  0.00
22 H 0.8214 1.7969 0.6144  0.00
23 H 1.2719 1.8969 2.0489  0.00
24 H 0.5282 0.6066 1.9010  0.00
25 H 2.3786 1.9239 -1.0603  0.00

Summary:
- Net charge: +1
- ⟨S²⟩: 2.017
- Spin multiplicity: 3
- E_LUMO (spin up / spin down): -3.3805 / -5.9876 eV
- Kohn-Sham gap (spin up / spin down): 4.88 / 6.64 eV
- HOMO (spin up / spin down): -8.26 / -12.62 eV

---

B) A gas-phase ion, C7H14N3O (charge +1), computed with ωB97M-V with the def2-TZVPD basis set.

Each line ends with the Löwdin spin population.
Positions of all 25 atoms, in Å:
1 C 0.9320 -2.1788 -0.0463  0.50
2 C -0.2892 1.0767 -0.7455  0.67
3 C -0.2217 -2.6390 0.1404  0.18
4 C -1.5802 1.4917 -0.2347  0.10
5 C -2.6161 0.3973 -0.3007  0.01
6 C 2.1751 -0.3526 -0.9733  0.05
7 C 2.1223 1.0144 -0.1705  0.04
8 N 1.9230 -1.4249 -0.0200  0.24
9 N -2.4403 -0.5880 0.8154  0.01
10 N 0.6746 1.3699 0.0775  0.06
11 O 2.8519 0.7332 0.9998  0.01
12 H -0.4719 -3.6565 -0.2520  0.04
13 H -0.9081 -1.9560 0.5192  0.03
14 H -1.5739 2.0924 0.6920  0.02
15 H -1.9146 2.3323 -0.9957  0.00
16 H -3.5584 0.8035 -0.1776  0.00
17 H -2.6653 -0.1305 -1.1953  0.00
18 H 1.3307 -0.3575 -1.6479  0.02
19 H 3.1785 -0.5516 -1.3006  0.00
20 H 2.5563 1.7571 -0.8009  0.00
21 H 2.6312 -1.6480 0.6087  0.01
22 H -3.1946 -1.1892 0.9382  0.00
23 H 0.5339 1.9585 0.9068  0.02
24 H -2.4588 0.0969 1.6491  0.00
25 H 2.9835 1.5487 1.5140  0.00

Summary:
- Net charge: +1
- ⟨S²⟩: 2.013
- Spin multiplicity: 3
- E_LUMO (spin up / spin down): -4.7457 / -7.5365 eV
- Kohn-Sham gap (spin up / spin down): 3.29 / 4.87 eV
- HOMO (spin up / spin down): -8.03 / -12.41 eV

---

Most stable structure, least stable structure: A), B).